(1)
{
  "formula": "C5H11N",
  "method": "wB97M-V/def2-TZVPD",
  "species": ["C", "C", "C", "C", "C", "N", "H", "H", "H", "H", "H", "H", "H", "H", "H", "H", "H"],
  "coordinates": [[-0.468918, 0.493039, -2.564696], [-0.461260, -0.514611, -1.368306], [-0.670573, 0.347976, -0.093343], [0.099269, -0.019309, 0.936051], [0.279165, 0.705376, 2.290655], [1.008458, -1.133930, 1.049218], [0.566046, 0.526079, -2.891643], [-0.855215, 1.467807, -2.207576], [-1.002649, 0.245762, -3.522372], [-1.262590, -1.296188, -1.363363], [0.597460, -0.922738, -1.442095], [-1.284890, 1.240587, -0.135144], [-0.531231, 1.476178, 2.406823], [1.091460, 1.449299, 2.161739], [0.390679, 0.075171, 3.154610], [1.882056, -0.708648, 1.401170], [1.189176, -1.634314, 0.197397]],
  "forces_ev_per_angstrom": [[-0.6594, -0.3979, -0.7519], [-0.4550, 1.1749, -0.3080], [1.8169, -2.0798, -0.4196], [0.7613, 0.1974, 2.3559], [-1.3938, 2.7661, -1.9293], [-0.0627, 1.1919, -0.2366], [0.1188, 0.8011, 0.0221], [0.4809, -0.3977, -0.5145], [0.0432, -0.1836, 1.1299], [0.9107, 0.3943, -0.4730], [-1.6181, -0.1031, 0.6208], [-0.0310, -0.2716, 0.2741], [0.1620, -1.1071, 0.2752], [0.3580, -0.8654, 0.3077], [0.0275, -0.2129, 0.1224], [-0.5022, -0.8204, -0.2118], [0.0429, -0.0860, -0.2636]],
  "mulliken_charge": [-1.04, -0.11, -0.43, 0.39, -1.43, -0.57, 0.26, 0.26, 0.27, 0.30, 0.17, 0.37, 0.34, 0.33, 0.37, 0.26, 0.25],
  "de_lowest_kj_mol": 133.55,
  "homo_energy_ha": -0.3065,
  "energy_ev": -6852.1444,
  "max_force_ev_per_a": 3.65,
  "orbital_gap_ev": 9.436,
  "charge": 0,
  "smiles": "CC/C=C(/C)N"
}

***

(2)
{
  "formula": "C35H76IN2O3PS",
  "method": "wB97M-V/def2-TZVPD",
  "species": ["H", "N", "C", "C", "C", "O", "C", "C", "C", "C", "I", "N", "C", "C", "C", "C", "C", "C", "C", "C", "C", "C", "C", "C", "C", "C", "C", "C", "C", "C", "C", "C", "P", "S", "H", "H", "H", "H", "H", "H", "H", "H", "H", "H", "H", "H", "H", "H", "H", "H", "H", "H", "H", "H", "H", "H", "H", "H", "H", "H", "H", "H", "H", "H", "H", "H", "H", "H", "H", "H", "H", "H", "H", "H", "H", "H", "H", "H", "H", "H", "H", "H", "H", "H", "H", "H", "H", "H", "H", "C", "C", "O", "C", "C", "H", "H", "H", "H", "H", "H", "H", "H", "H", "H", "C", "C", "O", "C", "C", "H", "H", "H", "H", "H", "H", "H", "H", "H", "H"],
  "coordinates": [[1.869558, -2.415920, -3.027377], [1.921983, -1.793955, -3.837553], [3.135269, -1.635121, -4.188299], [4.330175, -2.233330, -3.480973], [4.607382, -1.563967, -2.121579], [5.660314, -0.632474, -2.179842], [5.334979, 0.602601, -2.784655], [5.524431, 1.759557, -1.811839], [5.278116, 3.110657, -2.514600], [4.943383, -2.522682, -0.975168], [6.459118, -3.915370, -1.576308], [3.723529, -3.199545, -0.482926], [3.958006, -4.422837, 0.344501], [3.863392, -5.708861, -0.489481], [2.672367, -6.636226, -0.170969], [2.001508, -7.176289, -1.437676], [1.242238, -6.143180, -2.289359], [-0.244027, -5.950077, -1.947088], [-0.533079, -4.907709, -0.844562], [-0.730737, -3.504579, -1.407351], [-2.100076, -3.303748, -2.071534], [-2.117697, -2.169726, -3.103261], [-1.779954, -0.787020, -2.531217], [-2.862038, -0.221734, -1.589929], [-2.313735, 0.568702, -0.377556], [-2.923234, 0.184360, 0.985021], [-1.887166, 0.061415, 2.103858], [-1.366466, 1.404915, 2.605609], [-0.500596, 1.311001, 3.864450], [-0.324591, 2.653651, 4.601211], [1.127851, 2.934383, 4.962017], [1.991294, 3.234210, 3.716231], [2.744523, -2.139324, 0.431711], [3.504608, -1.277195, 1.992447], [3.320914, -1.012564, -5.063460], [4.095490, -3.290254, -3.332773], [5.223865, -2.150011, -4.096329], [3.688781, -1.039313, -1.845676], [5.967215, 0.754389, -3.666047], [4.297564, 0.611549, -3.137464], [4.804061, 1.640063, -1.000667], [6.529684, 1.715398, -1.400373], [6.053400, 3.829498, -2.257919], [5.269938, 3.000134, -3.599132], [4.324783, 3.544425, -2.221232], [5.431723, -1.946177, -0.188479], [3.190002, -4.457582, 1.121848], [4.904398, -4.341026, 0.874244], [3.782579, -5.402671, -1.534577], [4.795640, -6.264649, -0.405913], [3.017666, -7.487391, 0.422143], [1.932435, -6.130348, 0.448649], [1.299977, -7.967890, -1.153721], [2.763688, -7.661187, -2.052982], [1.757139, -5.177114, -2.250886], [1.304870, -6.466528, -3.332233], [-0.701094, -6.907487, -1.696128], [-0.740772, -5.605244, -2.858778], [-1.415751, -5.183484, -0.261622], [0.300552, -4.909184, -0.140253], [-0.632314, -2.775721, -0.595594], [0.058088, -3.268230, -2.125688], [-2.411781, -4.232570, -2.559516], [-2.830014, -3.107606, -1.280889], [-3.093483, -2.128510, -3.593817], [-1.380650, -2.416706, -3.874614], [-0.821136, -0.838274, -2.015912], [-1.660323, -0.109179, -3.379898], [-3.486910, -1.039011, -1.222084], [-3.521074, 0.416895, -2.178153], [-1.229693, 0.431837, -0.331991], [-2.470475, 1.635467, -0.553591], [-3.460263, -0.761303, 0.888209], [-3.667329, 0.933883, 1.268930], [-2.312037, -0.487545, 2.947249], [-1.044146, -0.522323, 1.720581], [-2.216622, 2.062622, 2.813246], [-0.774278, 1.879176, 1.817723], [0.483516, 0.922468, 3.600039], [-0.950751, 0.581214, 4.541561], [-0.667659, 3.468894, 3.958013], [-0.917557, 2.665288, 5.516064], [1.199082, 3.778521, 5.647627], [1.553161, 2.067438, 5.473800], [2.592051, 4.133221, 3.848767], [2.675731, 2.417244, 3.482259], [1.365621, 3.383286, 2.834740], [1.668684, -2.976986, 0.713191], [2.228093, -1.236934, -0.501577], [-0.052717, 7.903725, 7.259251], [0.460797, 6.721552, 6.454978], [-0.462725, 6.216402, 5.510014], [-0.886790, 7.116248, 4.504456], [0.237998, 7.651181, 3.634473], [-0.977888, 7.642168, 7.773744], [0.688811, 8.194518, 8.003693], [-0.248924, 8.774200, 6.631883], [0.658477, 5.883013, 7.123116], [1.411961, 6.972697, 5.970841], [-1.461454, 7.941986, 4.940020], [-1.578869, 6.538288, 3.891931], [0.948743, 8.252063, 4.203072], [-0.172337, 8.283305, 2.846427], [0.784858, 6.828875, 3.170768], [-7.634059, 1.962755, -1.102059], [-6.708912, 1.968893, -2.306954], [-6.551772, 0.705720, -2.924145], [-7.727883, 0.107584, -3.434893], [-8.427974, 0.924126, -4.507724], [-7.286301, 1.245323, -0.357959], [-7.655155, 2.953120, -0.646661], [-8.658371, 1.701733, -1.371191], [-5.702999, 2.249676, -1.993420], [-7.035149, 2.718996, -3.036825], [-8.423464, -0.132516, -2.622371], [-7.394518, -0.840858, -3.855574], [-8.795104, 1.877423, -4.125767], [-9.285018, 0.370948, -4.892774], [-7.748165, 1.130366, -5.335219]],
  "forces_ev_per_angstrom": [[0.0087, -0.0356, 0.1248], [0.4800, 0.0991, -0.2726], [-0.4256, -0.0482, 0.1894], [-0.3426, -0.0123, -0.1054], [0.1380, 0.0030, -0.0308], [0.0394, -0.2548, 0.0951], [-0.0577, 0.4651, -0.1106], [-0.3067, 0.1257, -0.3519], [0.0832, -0.1619, 0.2118], [-0.3376, -0.0783, -0.0737], [0.3203, 0.1176, -0.1141], [0.1005, 0.2290, 0.2556], [-0.1849, -0.2273, -0.1203], [-0.2619, -0.0171, -0.1319], [0.1115, -0.0471, -0.0601], [-0.2208, -0.0092, 0.1156], [-0.0045, -0.1834, -0.0415], [-0.0155, 0.3872, 0.0201], [0.1975, -0.2426, -0.1294], [-0.1913, 0.2104, 0.1518], [0.0881, 0.1089, -0.0021], [0.1585, -0.0665, 0.1717], [-0.3655, -0.0777, -0.1683], [0.1660, -0.0002, 0.1246], [-0.1215, 0.0217, -0.1732], [0.0852, 0.0829, -0.0978], [0.0130, 0.1789, -0.0817], [0.0950, -0.0228, 0.0978], [-0.1285, 0.0827, -0.0131], [0.2131, -0.1203, -0.0504], [0.4085, 0.0547, -0.2946], [-0.0172, -0.1630, 0.0664], [0.2576, 0.2553, 0.4572], [-0.0478, -0.0511, -0.2347], [-0.0038, 0.0554, -0.0182], [0.1375, -0.0383, 0.0658], [0.0815, -0.1247, 0.0324], [-0.0526, 0.0766, 0.1945], [0.0631, -0.0853, 0.0323], [-0.0401, -0.0910, -0.0140], [0.1967, -0.0703, 0.1677], [0.0445, -0.0801, 0.0886], [0.0060, 0.0562, -0.0394], [0.0507, 0.0261, -0.0668], [-0.0741, -0.0015, -0.0406], [0.0094, -0.0227, 0.0475], [0.0337, 0.0444, 0.0040], [0.0916, 0.0601, 0.0135], [0.1029, -0.0388, 0.0257], [0.0227, -0.0580, -0.0237], [0.0043, 0.0569, 0.0342], [-0.0577, 0.1273, 0.0257], [0.0355, -0.0076, -0.0371], [0.0605, 0.0345, 0.0034], [-0.0065, 0.0857, 0.0024], [-0.0091, 0.0325, 0.0287], [0.0702, -0.1180, 0.0148], [-0.0952, -0.0873, 0.0206], [-0.0436, -0.0351, -0.0609], [0.0275, 0.0390, 0.0947], [0.0593, 0.0352, -0.0277], [0.1106, -0.0708, -0.1004], [0.0019, 0.0425, 0.0016], [-0.0837, -0.0816, -0.0320], [-0.0395, -0.0128, 0.0024], [-0.0427, 0.0540, -0.0463], [0.1250, 0.0309, 0.0089], [0.2153, 0.0449, 0.0960], [0.0070, -0.0187, 0.0041], [-0.1570, -0.0574, 0.0170], [0.0438, -0.0408, 0.0375], [0.1245, 0.0225, 0.0319], [0.0235, -0.0640, -0.0173], [-0.0874, -0.0765, 0.0734], [-0.0309, -0.0412, 0.0266], [0.0295, -0.1610, 0.1260], [-0.0488, 0.0068, -0.0302], [-0.0978, 0.1612, -0.0627], [0.0597, -0.1404, -0.0757], [0.0383, -0.0475, 0.0501], [-0.1347, 0.0543, 0.1209], [-0.1992, 0.0711, -0.0760], [-0.1560, 0.0101, 0.0592], [-0.0714, 0.0185, 0.1456], [0.0266, 0.0232, 0.0070], [-0.0154, 0.0118, -0.0113], [-0.0281, 0.0669, -0.0331], [-0.2015, -0.1341, -0.1651], [-0.1170, -0.0794, -0.1536], [-0.0654, 0.0078, -0.0561], [0.0737, 0.0154, 0.0562], [-0.0339, -0.1179, 0.0180], [-0.0297, 0.0435, -0.0764], [0.0543, -0.0397, 0.0405], [-0.0053, -0.0023, 0.0108], [0.0100, -0.0153, 0.0210], [0.0412, 0.0077, -0.0024], [0.0089, -0.0142, 0.0010], [-0.0167, 0.0283, -0.0188], [0.0385, 0.0173, 0.0202], [-0.0211, -0.0084, 0.0005], [-0.0254, 0.0359, -0.0006], [-0.0156, -0.0073, -0.0165], [0.0006, -0.0050, -0.0048], [-0.0259, -0.0777, -0.0195], [0.0153, 0.0846, 0.0420], [0.1068, -0.0478, -0.0161], [-0.0711, -0.0525, -0.0156], [0.0523, 0.0619, 0.0097], [0.0063, -0.0016, 0.0108], [0.0212, 0.0145, 0.0114], [-0.0067, 0.0404, -0.0120], [0.0157, 0.0058, -0.0071], [-0.0361, -0.0192, -0.0013], [-0.0084, 0.0397, 0.0049], [0.0068, -0.0186, 0.0032], [-0.0356, -0.0179, 0.0180], [-0.0007, -0.0222, -0.0096], [0.0013, -0.0016, -0.0070]],
  "mulliken_charge": [0.04, -0.51, -0.38, -0.85, 0.61, -0.38, -0.71, -0.18, -1.18, -1.72, 0.08, 0.87, -1.77, -0.24, -0.84, -1.17, 0.14, -0.82, -0.38, 0.82, -0.66, -1.25, -0.68, -0.30, -0.75, -0.94, -0.49, -0.53, -0.47, -0.57, -0.39, -1.06, 0.27, -0.39, 0.43, 0.34, 0.54, 0.46, 0.37, 0.34, 0.15, 0.34, 0.33, 0.34, 0.33, 0.54, 0.89, 0.34, 0.25, 0.53, 0.45, 0.31, 0.48, 0.36, -0.45, 0.48, 0.40, 0.41, 0.47, -0.08, -0.16, -0.44, 0.51, 0.32, 0.37, 0.40, 0.23, 0.42, 0.36, 0.12, 0.38, 0.38, 0.52, 0.41, 0.54, -0.09, 0.37, 0.17, 0.24, 0.39, 0.21, 0.37, 0.03, 0.40, 0.35, 0.27, 0.25, 0.00, 0.07, -1.27, -0.28, -0.37, -0.38, -1.02, 0.32, 0.41, 0.29, 0.35, 0.35, 0.34, 0.36, 0.28, 0.40, 0.23, -1.15, -0.26, -0.36, -0.38, -1.05, 0.30, 0.40, 0.30, 0.32, 0.29, 0.31, 0.32, 0.27, 0.39, 0.29],
  "homo_energy_ha": -0.3306,
  "energy_ev": -74873.9365,
  "max_force_ev_per_a": 0.58,
  "orbital_gap_ev": 9.277,
  "charge": 0,
  "smiles": "[H]/N=C\\C[C@H](OCCC)[C@H](I)N(CCCCCCCCCCCCCCCCCCCC)[PH2]=S.CCOCC.CCOCC"
}

***

(3)
{
  "formula": "C18H17F3N6",
  "method": "wB97M-V/def2-TZVPD",
  "species": ["C", "C", "F", "F", "C", "C", "C", "N", "C", "C", "C", "N", "C", "N", "C", "C", "C", "C", "C", "C", "N", "N", "N", "C", "C", "C", "F", "H", "H", "H", "H", "H", "H", "H", "H", "H", "H", "H", "H", "H", "H", "H", "H", "H"],
  "coordinates": [[0.604413, 0.512984, 4.375428], [0.543206, 2.020937, 4.314570], [1.609771, 2.493519, 3.641537], [0.811208, 2.641253, 5.510014], [-0.694193, 2.509072, 3.525164], [-0.681762, 2.392744, 2.120861], [-1.662805, 2.922615, 1.340726], [-1.569209, 2.854514, -0.056182], [-0.942010, 1.821996, -0.853607], [-1.042893, 2.075690, -2.208349], [-0.728181, 1.279016, -3.427856], [0.597137, 0.538334, -3.567132], [0.823788, -0.720409, -3.108216], [1.653154, -1.533202, -3.746277], [1.792011, -2.767427, -3.260058], [1.037297, -3.137711, -2.136300], [1.189149, -4.585122, -1.533695], [1.849559, -5.702245, -2.332084], [2.576157, -4.876095, -1.212309], [0.095048, -2.253682, -1.601357], [-0.020186, -1.100746, -2.200437], [-1.743325, 3.344479, -2.193108], [-1.943931, 3.752204, -0.998202], [-2.678934, 3.695242, 1.958698], [-2.827125, 3.665764, 3.336010], [-1.843399, 3.060125, 4.122263], [-2.049652, 3.037279, 5.401776], [1.636295, 0.288817, 4.715208], [-0.209310, -0.039770, 4.922934], [0.453818, 0.122254, 3.364762], [0.143224, 1.766282, 1.625431], [-0.573660, 0.965125, -0.491960], [-0.803433, 2.011959, -4.216945], [-1.663239, 0.609190, -3.564796], [1.223236, 0.919080, -4.208845], [2.366869, -3.481533, -3.752405], [0.347571, -4.993175, -0.919103], [1.553353, -6.711446, -2.080378], [2.269475, -5.542068, -3.312361], [2.660217, -5.329876, -0.213518], [3.446685, -4.264294, -1.583076], [-0.467873, -2.612172, -0.739722], [-3.510965, 4.092636, 1.459905], [-3.626553, 4.257864, 3.782990]],
  "forces_ev_per_angstrom": [[0.1855, -0.7650, 0.3156], [-0.6673, 0.3597, -0.2162], [1.0704, -0.3769, -1.7522], [-1.7015, -0.5872, 0.5859], [-0.7927, 0.3222, 0.9042], [2.0465, -1.6506, 0.2773], [-1.0929, 2.0839, 0.2571], [2.2730, -2.9938, -5.0164], [-1.6042, 2.4547, -0.8498], [-1.1538, 2.3023, 4.2498], [-0.5686, -1.3205, -0.2375], [-2.3011, 1.5137, 0.9171], [-1.0686, -0.3552, -1.3850], [1.6172, -0.2402, -0.5287], [-2.6301, 1.9623, 1.9018], [-0.3468, -2.9165, 0.6047], [-1.2594, 2.1275, -1.9343], [0.8177, 0.9529, 1.4715], [1.1980, -1.8532, 0.6113], [1.9388, -1.6718, -1.3963], [-2.0084, 1.0758, 2.9722], [1.2978, -1.0497, -0.2817], [-1.3817, 0.8431, 0.4581], [0.3691, -1.7862, 0.7696], [0.8406, 0.5030, -0.3572], [0.5387, 0.0623, -2.4932], [0.2072, -0.0610, 2.0440], [-0.7668, -0.3660, 0.0035], [0.9402, 1.0939, 0.0959], [0.4098, 0.2597, -0.0802], [-1.1320, 1.3633, 0.8520], [1.2684, -2.8484, 1.8069], [0.3338, 0.0136, -0.5727], [1.8775, 0.4821, 0.0268], [0.9305, 0.4359, -1.1737], [1.1702, -0.7744, -0.9713], [1.0074, 0.8897, -0.2074], [-0.0305, 0.0766, -0.1437], [-0.2796, -0.0002, -0.1351], [0.6986, -0.0282, -0.6748], [-1.3936, -0.3941, 0.6932], [-0.4647, 0.6568, -0.2540], [-0.5409, 0.6999, -1.2547], [0.1480, -0.4958, 0.0975]],
  "mulliken_charge": [-1.18, 0.97, -0.30, -0.32, -0.62, 0.02, 0.57, 0.61, -0.34, -0.24, -0.66, -0.14, 0.38, -0.70, -0.24, 0.82, -0.20, -0.79, -0.51, -0.64, -0.33, -0.51, -0.57, -0.66, -0.52, 0.50, -0.30, 0.36, 0.31, 0.32, 0.32, 0.76, 0.42, 0.18, 0.24, 0.36, 0.40, 0.26, 0.22, 0.27, 0.25, 0.35, 0.46, 0.40],
  "de_lowest_kj_mol": 334.01,
  "homo_energy_ha": -0.3135,
  "energy_ev": -36031.0535,
  "max_force_ev_per_a": 6.27,
  "orbital_gap_ev": 8.919,
  "charge": 0,
  "smiles": "CC(F)(F)c1cc(-n2cc(CNc3ncc(C4CC4)cn3)nn2)ccc1F"
}